a | {
  "formula": "C3H3NO3",
  "method": "wB97M-V/def2-TZVPD",
  "e_lumo_ev": 0.39,
  "total_charge": 0,
  "orbital_gap_ev": 8.735,
  "smiles": "Oc1cnc(O)o1",
  "homo_ev": -8.3,
  "symbols": ["O", "C", "C", "N", "C", "O", "O", "H", "H", "H"],
  "coordinates": [[0.776, -0.323, 2.090], [0.398, -0.297, 0.865], [0.699, -1.110, -0.188], [0.241, -0.570, -1.388], [-0.336, 0.554, -1.037], [-1.060, 1.312, -1.802], [-0.284, 0.835, 0.314], [-0.063, -0.380, 2.603], [1.117, -2.111, -0.053], [-1.490, 2.091, -1.404]],
  "mulliken_charge": [-0.479, 0.429, -0.295, -0.571, 0.621, -0.455, -0.336, 0.377, 0.354, 0.356]
}

b | {
  "formula": "C3H3NO3",
  "method": "wB97M-V/def2-TZVPD",
  "e_lumo_ev": -0.28,
  "total_charge": 0,
  "orbital_gap_ev": 10.100,
  "smiles": "[H]/N=C(/C=O)OC=O",
  "homo_ev": -10.4,
  "symbols": ["H", "N", "C", "C", "O", "O", "C", "O", "H", "H"],
  "coordinates": [[-0.643, 0.972, -2.167], [-1.130, 0.793, -1.302], [-0.445, 0.304, -0.372], [-1.360, -0.303, 0.694], [-2.488, -0.482, 0.315], [0.949, 0.279, -0.423], [1.720, -0.470, 0.404], [1.336, -1.143, 1.316], [-1.046, -0.557, 1.711], [2.768, -0.357, 0.090]],
  "mulliken_charge": [0.268, -0.502, 0.513, -0.043, -0.379, -0.322, 0.195, -0.456, 0.361, 0.367]
}

c | {
  "formula": "C3H3NO3",
  "method": "wB97M-V/def2-TZVPD",
  "e_lumo_ev": 0.62,
  "total_charge": 0,
  "orbital_gap_ev": 11.225,
  "smiles": "Cc1noc(=O)o1",
  "homo_ev": -10.6,
  "symbols": ["C", "C", "N", "O", "C", "O", "O", "H", "H", "H"],
  "coordinates": [[-1.640, 0.204, -0.240], [-0.200, -0.163, 0.023], [0.268, -1.310, 0.383], [1.639, -1.144, 0.497], [2.007, 0.137, 0.192], [3.134, 0.515, 0.213], [0.832, 0.798, -0.116], [-1.686, 0.750, -1.188], [-2.335, -0.650, -0.316], [-2.020, 0.861, 0.554]],
  "mulliken_charge": [-0.962, 0.658, -0.322, -0.137, 0.672, -0.485, -0.298, 0.288, 0.319, 0.267]
}

Stability check: which of them is least stable? b.

a | {
  "formula": "C3H3NO3",
  "method": "wB97M-V/def2-TZVPD",
  "e_lumo_ev": 0.52,
  "total_charge": 0,
  "orbital_gap_ev": 11.941,
  "smiles": "COC(=O)OC#N",
  "homo_ev": -11.4,
  "symbols": ["C", "O", "C", "O", "O", "C", "N", "H", "H", "H"],
  "coordinates": [[-0.089, -0.815, 1.316], [0.078, -1.188, -0.081], [-0.417, -0.289, -0.911], [-1.545, 0.005, -1.098], [0.637, 0.298, -1.673], [0.788, 1.557, -1.401], [0.926, 2.660, -1.094], [0.308, 0.182, 1.490], [-1.145, -0.855, 1.569], [0.461, -1.555, 1.883]],
  "mulliken_charge": [-0.611, -0.301, 0.650, -0.390, -0.309, 0.501, -0.380, 0.321, 0.300, 0.218]
}

b | {
  "formula": "C3H3NO3",
  "method": "wB97M-V/def2-TZVPD",
  "e_lumo_ev": 0.09,
  "total_charge": 0,
  "orbital_gap_ev": 10.729,
  "smiles": "[H]/N=C(/C=O)OC=O",
  "homo_ev": -10.6,
  "symbols": ["H", "N", "C", "C", "O", "O", "C", "O", "H", "H"],
  "coordinates": [[0.850, 0.395, -2.235], [1.103, -0.305, -1.538], [0.488, -0.114, -0.459], [1.013, -0.914, 0.713], [1.395, -0.387, 1.723], [-0.401, 0.936, -0.315], [-1.563, 0.802, 0.382], [-1.919, -0.169, 0.981], [1.163, -1.984, 0.479], [-2.130, 1.739, 0.269]],
  "mulliken_charge": [0.296, -0.567, 0.582, 0.004, -0.425, -0.308, 0.197, -0.443, 0.314, 0.349]
}

Stability check: which of them is least stable? a.

a | {
  "formula": "C3H3NO3",
  "method": "wB97M-V/def2-TZVPD",
  "e_lumo_ev": -1.63,
  "total_charge": 0,
  "orbital_gap_ev": 8.376,
  "smiles": "O=CNC(=O)C=O",
  "homo_ev": -10.0,
  "symbols": ["O", "C", "N", "C", "O", "C", "O", "H", "H", "H"],
  "coordinates": [[2.825, -0.213, 0.017], [1.568, -0.091, -0.196], [0.406, -0.937, 0.144], [-0.996, -0.513, 0.024], [-1.856, -1.269, -0.089], [-1.200, 0.945, 0.037], [-0.263, 1.791, 0.103], [1.173, 1.007, -0.365], [0.683, -1.992, 0.523], [-2.339, 1.271, -0.199]],
  "mulliken_charge": [-0.509, 0.093, -0.166, 0.318, -0.402, 0.243, -0.488, 0.314, 0.311, 0.286]
}

b | {
  "formula": "C3H3NO3",
  "method": "wB97M-V/def2-TZVPD",
  "e_lumo_ev": [-0.65, -0.65],
  "total_charge": 0,
  "orbital_gap_ev": [7.872, 7.869],
  "homo_ev": [-8.5, -8.5],
  "symbols": ["N", "C", "O", "C", "O", "C", "O", "H", "H", "H"],
  "coordinates": [[-1.132, 0.951, -1.110], [-0.272, 0.333, -0.224], [1.072, 0.287, -0.452], [1.805, -0.487, 0.386], [1.368, -1.067, 1.338], [-1.194, -0.167, 0.647], [-2.283, -0.019, -0.092], [-0.924, 0.680, -2.088], [2.849, -0.477, 0.053], [-1.219, -0.409, 1.701]],
  "mulliken_charge": [-0.369, 0.335, -0.316, 0.169, -0.450, 0.022, -0.336, 0.230, 0.353, 0.362]
}

c | {
  "formula": "C3H3NO3",
  "method": "wB97M-V/def2-TZVPD",
  "e_lumo_ev": -0.62,
  "total_charge": 0,
  "orbital_gap_ev": 9.700,
  "smiles": "O=CNC(=O)C=O",
  "homo_ev": -10.3,
  "symbols": ["O", "C", "N", "C", "O", "C", "O", "H", "H", "H"],
  "coordinates": [[-0.161, 1.971, 1.757], [-0.698, 0.939, 1.481], [-0.112, -0.067, 0.666], [0.247, 0.201, -0.643], [0.171, 1.286, -1.159], [0.718, -1.039, -1.424], [0.944, -0.974, -2.600], [-1.718, 0.692, 1.809], [-0.232, -1.025, 0.965], [0.840, -1.984, -0.852]],
  "mulliken_charge": [-0.396, 0.001, -0.205, 0.742, -0.502, -0.114, -0.376, 0.345, 0.247, 0.257]
}

Stability check: which of them is least stable? b.

a | {
  "formula": "C3H3NO3",
  "method": "wB97M-V/def2-TZVPD",
  "e_lumo_ev": 0.40,
  "total_charge": 0,
  "orbital_gap_ev": 11.533,
  "homo_ev": -11.1,
  "symbols": ["N", "C", "O", "C", "O", "C", "O", "H", "H", "H"],
  "coordinates": [[1.845, -0.744, -0.646], [0.766, -0.332, -0.176], [-0.029, -0.889, 0.827], [-1.086, -0.002, 0.935], [-2.173, -0.218, 1.338], [-0.100, 0.813, -0.582], [-0.530, 1.344, 0.643], [2.169, -1.600, -0.200], [-1.090, 0.127, -0.771], [0.229, 1.501, -1.366]],
  "mulliken_charge": [-0.600, 0.329, -0.331, 0.607, -0.419, -0.110, -0.348, 0.281, 0.197, 0.393]
}

b | {
  "formula": "C3H3NO3",
  "method": "wB97M-V/def2-TZVPD",
  "e_lumo_ev": -0.34,
  "total_charge": 0,
  "orbital_gap_ev": 10.185,
  "smiles": "[H]/N=C(/C=O)OC=O",
  "homo_ev": -10.5,
  "symbols": ["H", "N", "C", "C", "O", "O", "C", "O", "H", "H"],
  "coordinates": [[-0.495, 1.145, -2.180], [-1.102, 0.824, -1.427], [-0.467, 0.352, -0.452], [-1.326, -0.231, 0.677], [-2.479, -0.453, 0.422], [0.934, 0.389, -0.445], [1.718, -0.350, 0.379], [1.350, -1.067, 1.266], [-0.900, -0.424, 1.671], [2.767, -0.186, 0.089]],
  "mulliken_charge": [0.283, -0.521, 0.553, -0.047, -0.388, -0.319, 0.192, -0.461, 0.341, 0.367]
}

Stability check: which of them is least stable? a.

a | {
  "formula": "C6H13Cl10HgO",
  "method": "wB97M-V/def2-TZVPD",
  "e_lumo_ev": -8.44,
  "total_charge": 1,
  "orbital_gap_ev": 4.665,
  "homo_ev": -13.1,
  "symbols": ["Hg", "C", "O", "H", "H", "H", "C", "Cl", "Cl", "H", "H", "C", "Cl", "Cl", "H", "H", "C", "Cl", "Cl", "H", "H", "C", "Cl", "Cl", "H", "H", "C", "Cl", "Cl", "H", "H"],
  "coordinates": [[0.367, 3.446, -1.752], [-0.428, 1.247, 0.376], [0.580, 1.683, -0.484], [-1.073, 2.107, 0.590], [-1.031, 0.443, -0.062], [-0.096, 0.835, 1.337], [-3.916, 2.452, -1.459], [-4.764, 3.976, -1.236], [-2.291, 2.596, -2.228], [-3.732, 1.944, -0.518], [-4.504, 1.786, -2.082], [-2.780, -2.363, 0.098], [-1.119, -2.874, 0.436], [-2.902, -2.070, -1.656], [-3.510, -3.092, 0.429], [-2.941, -1.418, 0.608], [1.428, -1.596, -2.032], [2.322, -0.791, -3.329], [1.222, -3.296, -2.351], [1.992, -1.471, -1.110], [0.475, -1.085, -1.918], [3.825, 1.128, 0.370], [4.759, -0.147, -0.464], [4.838, 2.081, 1.474], [3.396, 1.752, -0.404], [3.098, 0.601, 0.977], [1.319, -1.619, 3.167], [0.188, -0.753, 4.199], [3.018, -1.368, 3.497], [1.215, -2.676, 3.398], [1.046, -1.459, 2.129]],
  "mulliken_charge": [1.166, -0.215, -0.555, 0.229, 0.143, 0.137, -0.175, -0.096, -0.141, 0.190, 0.331, -0.306, -0.104, -0.143, 0.388, 0.177, 0.213, -0.171, -0.132, 0.041, 0.026, 0.304, -0.147, -0.156, 0.143, -0.160, 0.215, -0.160, -0.134, 0.284, -0.194]
}

b | {
  "formula": "C6H13Cl10HgO",
  "method": "wB97M-V/def2-TZVPD",
  "e_lumo_ev": -7.89,
  "total_charge": 1,
  "orbital_gap_ev": 5.009,
  "homo_ev": -12.9,
  "symbols": ["Hg", "C", "O", "H", "H", "H", "C", "Cl", "Cl", "H", "H", "C", "Cl", "Cl", "H", "H", "C", "Cl", "Cl", "H", "H", "C", "Cl", "Cl", "H", "H", "C", "Cl", "Cl", "H", "H"],
  "coordinates": [[-0.867, 3.733, -0.894], [-0.534, 0.406, -0.650], [-0.137, 1.691, -0.995], [-0.020, 0.008, 0.232], [-1.592, 0.444, -0.349], [-0.448, -0.342, -1.442], [-4.454, 1.334, -1.627], [-5.698, 1.509, -0.391], [-3.384, 2.774, -1.736], [-3.867, 0.430, -1.499], [-4.993, 1.220, -2.563], [2.328, 0.264, -1.540], [3.680, 1.333, -1.055], [2.927, -1.228, -2.280], [1.813, -0.029, -0.632], [1.673, 0.712, -2.278], [0.000, -3.376, -1.087], [1.164, -4.421, -1.898], [-1.378, -4.286, -0.483], [0.545, -3.027, -0.217], [-0.275, -2.616, -1.809], [0.482, -2.124, 3.690], [-0.633, -2.164, 5.053], [-0.430, -2.121, 2.184], [1.105, -1.240, 3.769], [1.092, -3.020, 3.748], [2.435, 2.729, 1.243], [1.028, 3.862, 1.259], [3.270, 2.769, 2.773], [2.101, 1.715, 1.049], [3.065, 3.059, 0.424]],
  "mulliken_charge": [1.161, -0.634, -0.568, 0.260, 0.250, 0.265, -0.202, -0.094, -0.130, 0.228, 0.336, 0.266, -0.207, -0.140, -0.162, 0.210, 0.078, -0.153, -0.144, 0.110, 0.128, -0.290, -0.142, -0.100, 0.231, 0.298, 0.255, -0.172, -0.110, -0.059, 0.231]
}

Stability check: which of them is least stable? b.

a | {
  "formula": "C4H14N3",
  "method": "wB97M-V/def2-TZVPD",
  "e_lumo_ev": -3.39,
  "total_charge": 1,
  "orbital_gap_ev": 11.175,
  "homo_ev": -14.6,
  "symbols": ["C", "C", "H", "H", "H", "H", "H", "H", "C", "C", "N", "N", "N", "H", "H", "H", "H", "H", "H", "H", "H"],
  "coordinates": [[-0.990, 1.827, -1.107], [0.070, 0.888, -1.704], [-0.746, 2.411, -0.211], [-1.229, 2.519, -1.941], [-1.817, 1.175, -0.794], [-0.146, 0.926, -2.806], [-0.052, -0.175, -1.572], [1.088, 1.113, -1.442], [2.081, -0.936, 0.616], [-0.347, -0.848, 1.103], [0.879, -0.362, 1.350], [-0.614, -1.579, 0.029], [-1.324, -0.140, 1.728], [1.067, 0.444, 1.921], [0.013, -2.308, -0.273], [-1.498, -1.537, -0.460], [-1.113, 0.105, 2.683], [-2.274, -0.399, 1.510], [2.133, -0.445, -0.360], [1.925, -1.999, 0.455], [2.894, -0.682, 1.277]],
  "mulliken_charge": [-0.751, -0.703, 0.256, 0.326, 0.152, 0.377, 0.221, 0.168, -0.836, 0.617, -0.211, -0.350, -0.388, 0.255, 0.176, 0.276, 0.254, 0.232, 0.270, 0.316, 0.342]
}

b | {
  "formula": "C4H14N3",
  "method": "wB97M-V/def2-TZVPD",
  "e_lumo_ev": -2.93,
  "total_charge": 1,
  "orbital_gap_ev": 10.868,
  "homo_ev": -13.8,
  "symbols": ["N", "C", "N", "H", "H", "H", "H", "C", "C", "C", "N", "H", "H", "H", "H", "H", "H", "H", "H", "H", "H"],
  "coordinates": [[-0.927, -0.507, -1.997], [0.345, -0.609, -2.562], [1.099, -1.549, -2.181], [-1.568, 0.158, -2.396], [-1.353, -1.414, -1.839], [0.628, 0.192, -3.259], [1.998, -1.506, -2.651], [0.350, 0.592, 3.008], [-0.475, 0.612, 1.724], [-0.348, 1.902, 0.928], [0.003, -0.525, 0.846], [0.174, -0.308, 3.593], [1.411, 0.656, 2.771], [0.127, 1.461, 3.612], [-1.525, 0.388, 1.937], [0.697, 2.050, 0.625], [-0.676, 2.733, 1.555], [-0.970, 1.866, 0.039], [-0.144, -1.430, 1.289], [-0.476, -0.547, -0.079], [0.997, -0.426, 0.641]],
  "mulliken_charge": [-0.640, 0.043, -0.618, 0.208, 0.314, 0.369, 0.261, -1.330, 0.327, -1.245, -0.216, 0.399, 0.375, 0.381, 0.257, 0.353, 0.392, 0.352, 0.376, 0.232, 0.409]
}

Stability check: which of them is least stable? a.